No. 1
Formula: C2H3BrClNO2S
Source: the OMol25 dataset
Level of theory: ωB97M-V/def2-TZVPD

Structure (XYZ):
```
11
Properties=species:S:1:pos:R:3:mulliken_charge:R:1
O 1.8450 -0.2374 -1.4135 -0.57
N 0.7682 0.1576 -1.0178 0.89
C -1.2078 -0.5324 0.3070 -0.99
H -1.5538 -0.5882 1.4381 0.26
Cl 0.9027 2.8287 0.3644 -0.07
H -1.8047 0.0912 -0.2841 0.38
O 0.0144 0.9671 -1.6020 -0.48
S 1.0754 1.2607 1.5812 0.09
C 0.2034 -0.3724 0.1688 0.15
Br 1.1394 -2.0357 0.6349 -0.05
H -1.3822 -1.5393 -0.1769 0.37
```

Computed properties:
Gap between HOMO and LUMO = 7.86 eV
E_tot = -101102.968 eV
E_LUMO = -1.75 eV
HOMO level = -9.6 eV
Relative energy (zero: lowest compared OMol25 entry of this formula, charge and spin) = 122.1 kJ/mol

No. 2
Formula: C2H3BrFN
Source: the OMol25 dataset
Level of theory: ωB97M-V/def2-TZVPD

Structure (XYZ):
```
8
Properties=species:S:1:pos:R:3:mulliken_charge:R:1
Br -2.9493 0.3448 0.0057 -0.11
N -0.3241 -0.3868 -0.9464 -0.40
H 0.1956 0.9697 0.7398 0.22
C -1.3328 -0.6516 0.0309 0.34
C 0.0121 -0.1561 0.4102 -0.22
H -0.4626 0.1377 -1.8054 0.28
H 0.6582 -0.8575 0.9143 0.21
F -1.7936 -2.1517 0.0924 -0.32
```

Computed properties:
Gap between HOMO and LUMO = 10.79 eV
E_tot = -76370.295 eV
SMILES = F[C@@]1(Br)CN1
E_LUMO = 0.74 eV
HOMO level = -10.1 eV
Relative energy (zero: lowest compared OMol25 entry of this formula, charge and spin) = 63.1 kJ/mol

No. 3
Formula: C2H3BrFN
Source: the OMol25 dataset
Level of theory: ωB97M-V/def2-TZVPD

Structure (XYZ):
```
8
Properties=species:S:1:pos:R:3:mulliken_charge:R:1
H -0.7727 -0.8220 1.3699 0.17
F 1.6981 -0.8784 0.3184 -0.22
H -1.6452 -0.1738 -0.1415 0.35
C -0.7613 -0.2049 0.3680 -0.40
C 0.6256 -0.2691 -0.2077 0.45
N 0.1513 0.9131 0.4596 -0.47
H 0.0016 1.8881 -0.0148 0.29
Br 0.7026 -0.4530 -2.1518 -0.18
```

Computed properties:
Gap between HOMO and LUMO = 10.62 eV
E_tot = -76370.767 eV
SMILES = F[C@@]1(Br)CN1
E_LUMO = 0.83 eV
HOMO level = -9.8 eV
Relative energy (zero: lowest compared OMol25 entry of this formula, charge and spin) = 17.7 kJ/mol

No. 4
Formula: C2H3BrFNO
Source: the OMol25 dataset
Level of theory: ωB97M-V/def2-TZVPD

Structure (XYZ):
```
9
Properties=species:S:1:pos:R:3:mulliken_charge:R:1
Br -2.5683 -0.4340 -0.1537 -0.16
H 0.0195 -1.0272 -0.3681 0.17
H -1.1833 0.8285 1.5112 0.25
O 0.4325 2.0912 -0.6795 -0.56
C -0.0542 1.0423 -0.3535 0.51
C -1.3771 1.0041 0.4445 0.10
H 1.3610 -0.2024 -1.0829 0.24
N 0.5009 -0.1645 -0.5601 -0.35
F -2.0354 2.1675 0.3233 -0.20
```

Computed properties:
Gap between HOMO and LUMO = 10.91 eV
E_tot = -78420.432 eV
SMILES = NC(=O)[C@@H](F)Br
E_LUMO = 0.56 eV
HOMO level = -10.3 eV
Relative energy (zero: lowest compared OMol25 entry of this formula, charge and spin) = 0.0 kJ/mol